Entry from the OMol25 dataset: a molecular structure, C64H76AgF3N10O2 (ωB97M-V/def2-TZVPD).

Summary:
energy above the lowest of the compared OMol25 structures with the same formula, charge and spin = 223.3 kcal per mole
charge = +10
strongest force on any atom = 2.8 eV/Å
spin multiplicity = 1
LUMO level = -21.4 eV
gap between HOMO and LUMO = 6.594 eV
HOMO energy = -28.04 eV

The geometry in XYZ format:
```
156
Properties=species:S:1:pos:R:3:forces:R:3
Ag 16.9782 15.4249 -8.3292 -0.77 -1.24 -0.15
C 14.4538 13.0386 -8.4670 2.53 -0.65 0.10
O 14.1482 11.7657 -9.1053 0.29 1.31 0.88
O 15.8519 13.1048 -8.3972 -0.66 1.43 -0.52
C 13.7378 14.2026 -9.2353 -1.03 -1.75 -0.15
F 13.4430 13.8238 -10.4815 0.99 0.46 -0.89
F 12.5055 14.4126 -8.7314 0.34 0.65 0.96
F 14.4252 15.3584 -9.2394 -0.13 0.08 -0.09
C 12.8532 11.2392 -8.8481 -0.05 -0.74 -0.12
C 12.7683 9.8730 -9.4895 -0.46 -0.29 -0.68
H 11.8968 9.3393 -9.1069 0.01 0.00 0.08
H 12.6230 9.8927 -10.5705 0.12 0.21 -0.03
H 13.6516 9.2599 -9.3015 0.10 0.10 0.24
H 12.0832 11.9093 -9.2327 -0.12 -0.06 0.13
H 12.6948 11.0295 -7.7850 0.11 0.68 0.29
H 14.1192 13.0885 -7.4269 -0.93 -0.28 0.02
C 21.6960 14.2346 -10.2255 0.22 -0.74 0.10
N 20.4970 13.6684 -10.8966 1.20 -0.89 0.66
C 19.6016 12.9937 -10.0877 -0.58 1.09 -2.57
C 18.4435 12.5560 -10.7004 0.70 0.09 1.03
C 18.2995 12.6567 -12.0913 -0.05 -1.43 -0.30
C 19.3665 13.0897 -12.8590 -0.75 0.55 -0.13
C 20.4558 13.6705 -12.2346 -0.73 -0.46 0.22
C 17.1018 12.0490 -12.7551 -0.28 -0.13 -0.77
C 17.2071 11.1276 -13.8165 0.25 0.17 0.63
C 16.0784 10.6340 -14.4466 0.44 0.58 -0.39
N 14.8417 11.0098 -14.0542 1.52 0.98 -0.28
C 14.7331 11.9337 -13.0971 -0.29 0.68 0.90
C 15.8306 12.4834 -12.4122 -0.23 -0.84 -0.39
C 13.7004 10.6383 -14.8805 -1.30 -0.83 -0.38
H 22.0620 13.4200 -9.5999 -0.17 0.48 0.71
H 21.3391 15.1416 -9.7444 0.70 -0.01 0.28
H 22.5536 14.3584 -10.8859 -0.45 0.58 -0.44
H 19.7558 12.8760 -9.0263 0.50 0.31 -0.06
H 17.7461 12.1084 -10.0037 -0.57 -0.05 -0.47
H 19.2867 13.1065 -13.9380 0.21 -0.05 -0.07
H 21.2609 14.0885 -12.8255 0.22 0.24 0.35
H 18.1915 10.8143 -14.1376 -0.08 -0.13 -0.31
H 16.1534 10.1202 -15.3967 -0.04 -0.56 0.21
H 13.7069 12.2417 -12.9518 0.07 0.19 0.39
H 15.7937 13.2197 -11.6223 -0.82 0.03 -0.07
H 13.8937 9.6556 -15.3071 -0.03 0.11 -0.12
H 13.4694 11.3530 -15.6712 0.58 0.14 -0.04
H 12.7841 10.5682 -14.2947 0.22 -0.05 0.30
C 21.9273 11.1374 -1.8202 -0.48 -0.28 0.92
N 21.1129 10.7559 -3.0178 1.64 1.22 -0.74
C 19.7786 10.8168 -3.0240 0.11 0.08 -0.01
C 19.0958 10.5377 -4.1868 -0.43 -0.40 -1.08
C 19.7626 10.2568 -5.4104 0.29 0.50 1.18
C 21.1496 10.3652 -5.3653 0.36 -0.27 -0.01
C 21.8106 10.6249 -4.1606 -0.77 -0.37 -0.41
C 19.0097 9.9292 -6.6588 -1.34 -0.08 -0.02
C 19.5646 9.0690 -7.6299 0.32 0.60 1.14
C 18.8657 8.6858 -8.7435 -0.34 0.74 0.13
N 17.6276 9.1989 -8.9479 -0.68 -0.16 0.24
C 17.0313 10.0464 -8.0682 0.96 -0.95 1.17
C 17.6685 10.3765 -6.8648 1.18 0.18 -1.72
C 16.8515 8.7580 -10.1362 0.70 0.00 -0.23
H 22.9188 10.6956 -1.8933 -0.07 0.01 -0.04
H 21.4140 10.7498 -0.9403 0.15 -0.08 0.04
H 21.9881 12.2200 -1.7092 0.01 0.03 -0.32
H 19.3805 11.1901 -2.0893 -0.54 -0.44 0.01
H 18.0161 10.4899 -4.2233 -0.07 0.20 0.47
H 21.7604 10.2274 -6.2476 0.10 0.10 -0.01
H 22.8814 10.7619 -4.0889 0.09 -0.22 -0.07
H 20.5740 8.7306 -7.4370 0.00 -0.35 -0.39
H 19.2786 8.0209 -9.4907 -0.09 -0.04 -0.09
H 16.0085 10.3708 -8.2109 0.06 0.17 -0.70
H 17.1741 11.1900 -6.3525 0.13 -0.27 0.64
H 16.1074 9.5264 -10.3333 -0.14 -0.27 -0.12
H 16.4532 7.7551 -9.9858 -0.31 0.19 0.29
H 17.5550 8.6509 -10.9617 -0.11 0.26 -0.12
C 19.7020 7.1841 -2.3613 0.67 -0.88 0.35
N 18.7032 7.0360 -3.4394 0.48 0.82 0.35
C 17.4158 7.2067 -3.1678 -0.87 0.17 -0.41
C 16.4655 7.0222 -4.1665 0.05 -0.02 -0.67
C 16.8686 6.6889 -5.4696 1.27 -0.62 -0.14
C 18.2572 6.5923 -5.7249 0.00 0.33 1.09
C 19.1523 6.7736 -4.6700 -0.63 -1.04 -0.81
C 15.9155 6.2533 -6.5408 -0.25 -0.40 0.98
C 16.1837 5.1502 -7.3746 -0.50 1.01 -0.46
C 15.2215 4.7669 -8.3260 1.07 -1.11 1.47
N 14.0196 5.3436 -8.3773 0.97 0.85 0.40
C 13.7510 6.3060 -7.4912 -1.31 0.88 -0.26
C 14.6343 6.7871 -6.5443 -0.14 -0.42 -1.11
C 13.1355 4.9043 -9.4747 -0.26 -0.45 -0.24
H 20.4910 7.8831 -2.6325 -0.21 0.09 -0.18
H 20.1651 6.1997 -2.2690 0.11 0.04 0.30
H 19.2614 7.4454 -1.4015 -0.22 0.00 -0.18
H 17.1935 7.5084 -2.1539 -0.29 -0.24 0.05
H 15.4059 7.1009 -3.9708 0.05 -0.06 0.45
H 18.6633 6.3444 -6.6948 -0.08 -0.16 -0.01
H 20.2019 6.5151 -4.7281 0.13 0.28 -0.23
H 17.1407 4.6557 -7.2851 -0.15 -0.39 -0.26
H 15.3248 3.8487 -8.8917 0.31 0.16 -0.39
H 12.7731 6.7533 -7.6049 -0.13 -0.12 0.13
H 14.2958 7.5834 -5.8988 0.08 -0.04 0.08
H 13.7052 5.0098 -10.3965 -0.02 -0.30 0.01
H 12.2196 5.4782 -9.5978 0.05 0.06 0.57
H 12.9249 3.8608 -9.2395 -0.30 -0.03 -0.45
C 8.8664 11.2615 -4.9039 -0.57 -0.51 -0.04
N 10.1477 11.9759 -4.7458 0.24 0.24 -0.80
C 10.1703 13.2843 -5.0809 1.50 -0.48 0.56
C 11.4092 13.9213 -5.0771 -0.29 0.99 -0.54
C 12.5965 13.2841 -4.7555 -0.08 -1.07 0.66
C 12.5142 11.9339 -4.4651 -0.52 -1.46 -0.65
C 11.2886 11.2834 -4.5015 -0.87 0.86 -0.10
C 13.8718 13.9858 -4.4788 0.57 0.90 1.11
C 15.1658 13.5855 -4.8537 0.14 0.13 -0.94
C 16.2327 14.4483 -4.6524 -1.57 0.72 1.13
N 15.9944 15.5961 -3.9497 1.96 -0.04 -0.57
C 14.8379 15.9227 -3.4092 -0.69 -0.69 1.19
C 13.7769 15.0741 -3.5922 -1.36 -0.29 -2.19
C 17.1776 16.4601 -3.6711 0.12 -0.12 0.50
H 8.6078 11.1858 -5.9604 0.15 0.23 -0.05
H 8.0731 11.8079 -4.3954 0.07 -0.16 0.20
H 8.9627 10.2390 -4.5445 -0.10 0.19 0.35
H 9.2369 13.7720 -5.3229 -0.05 -0.01 0.04
H 11.4784 14.9488 -5.4099 -0.34 0.16 0.23
H 13.3722 11.2846 -4.3591 0.18 0.27 0.47
H 11.0954 10.2290 -4.3670 0.45 -0.07 0.26
H 15.3011 12.6695 -5.4131 0.14 0.04 -0.10
H 17.2831 14.3778 -4.8887 -0.16 -0.70 -0.38
H 14.7592 16.7181 -2.6780 0.29 0.48 -0.36
H 12.7581 15.3305 -3.3343 0.25 0.32 0.84
H 17.2256 17.3370 -4.3146 -0.40 0.12 0.22
H 18.0899 15.8892 -3.8318 -0.09 -0.08 0.11
H 17.0940 16.6882 -2.6096 0.35 0.51 -0.13
C 6.6327 15.4077 -11.8241 -0.04 0.59 0.37
N 7.9217 16.1065 -11.5607 0.71 -1.02 1.42
C 8.4042 16.2216 -10.3075 1.01 1.34 -0.27
C 9.6914 16.7633 -10.1181 -1.18 -0.42 0.47
C 10.4587 17.1677 -11.1952 0.34 -0.05 -0.26
C 9.9300 17.0049 -12.4754 1.04 -0.04 1.01
C 8.7216 16.3693 -12.5858 -0.34 0.53 -1.88
C 11.8541 17.6885 -11.0200 0.49 0.30 0.03
C 12.1810 18.5411 -9.9762 0.35 1.04 0.21
C 13.4626 19.1181 -9.8699 -0.50 -1.18 -0.95
N 14.4032 18.7868 -10.7799 0.33 -0.08 0.62
C 14.1649 17.8219 -11.7108 0.99 1.35 0.39
C 12.9261 17.3342 -11.8750 -1.70 -1.12 -0.15
C 15.7637 19.3716 -10.5981 0.20 0.28 0.30
H 6.9120 14.3930 -12.0982 -0.48 0.05 -0.38
H 6.1155 16.0215 -12.5598 -0.11 -0.54 -0.29
H 6.0332 15.4159 -10.9156 0.09 -0.05 0.00
H 7.7645 15.9722 -9.4744 -0.15 -0.07 -0.11
H 10.0376 16.8826 -9.1017 0.03 -0.06 0.04
H 10.5599 17.3458 -13.2850 -0.56 -0.28 -0.57
H 8.3496 16.0662 -13.5566 -0.21 0.28 -0.09
H 11.4173 18.9037 -9.3011 0.02 -0.07 0.16
H 13.7956 19.7521 -9.0607 -0.34 0.36 -0.13
H 15.0048 17.5008 -12.3099 0.00 0.27 -0.15
H 12.7946 16.5943 -12.6532 -0.16 0.05 -0.07
H 16.3686 18.6513 -10.0311 -0.06 0.27 -0.22
H 15.6778 20.3061 -10.0442 -0.15 -0.18 0.22
H 16.2742 19.6872 -11.5077 -0.37 -0.52 -0.36
```
Forces are in eV/Å.

Entry from the OMol25 dataset: a single C3H7INP molecule (ωB97M-V/def2-TZVPD).

Summary:
energy above the lowest of the compared OMol25 structures with the same formula, charge and spin = 78.6 kcal per mole
strongest force on any atom = 4.4 eV/Å
spin multiplicity = 1
LUMO level (alpha / beta) = 0.5 / 0.5 eV
gap between HOMO and LUMO (alpha / beta) = 7.863 / 7.865 eV
HOMO energy (alpha / beta) = -7.33 / -7.33 eV

The geometry in XYZ format:
```
13
Properties=species:S:1:pos:R:3:forces:R:3
C -0.8861 -0.7065 1.4131 0.36 1.66 -1.75
C -0.1227 -1.1691 0.2572 -1.35 -2.66 -2.09
C -0.5584 0.1155 -0.4655 0.03 -1.06 2.99
N 0.0967 1.3089 -0.6424 3.17 -1.81 -0.04
P 1.8254 1.4709 -1.1280 -3.30 1.22 -2.70
I -2.2856 -0.0704 -1.5677 -0.84 -0.10 -0.54
H -1.8948 -0.9528 1.6783 -0.27 -0.28 -0.41
H -0.3807 -0.0626 2.0896 0.38 0.46 0.50
H 0.8923 -1.5639 0.3949 0.10 0.93 -0.19
H -0.6719 -2.0520 -0.2986 1.11 1.64 1.12
H -0.3649 2.1455 -0.5283 -1.46 1.81 0.20
H 2.4372 1.3976 0.0003 1.67 0.10 3.63
H 1.9136 0.1388 -1.2029 0.41 -1.92 -0.72
```
Forces are in eV/Å.

Entry from the OMol25 dataset: a molecular structure, C50H50BrClF5Ge2O4S4Yb (ωB97M-V/def2-TZVPD).

Summary:
charge = -2
expectation value of S² = 0.7508
strongest force on any atom = 5.6 eV/Å
spin multiplicity = 2
LUMO level (alpha / beta) = 3.6 / 3.4 eV
gap between HOMO and LUMO (alpha / beta) = 4.157 / 3.885 eV
HOMO energy (alpha / beta) = -0.52 / -0.52 eV

The geometry in XYZ format:
```
118
Properties=species:S:1:pos:R:3:forces:R:3
Yb -0.6000 -12.1430 18.2251 -2.53 1.16 -2.80
C -6.3713 -10.6281 16.1531 0.08 0.77 0.83
C -6.2005 -12.0172 16.6553 0.35 -0.93 -0.78
C -6.2738 -12.3106 17.9977 -0.76 0.62 0.75
C -6.0047 -13.5506 18.5495 0.31 -0.93 -0.79
C -5.9425 -13.6917 20.0507 0.58 -0.01 -0.07
C -5.7385 -14.6332 17.6531 -0.13 0.75 -0.39
C -5.7845 -14.4003 16.2326 -0.01 0.49 1.31
C -5.7654 -15.5638 15.2580 -0.30 0.75 -0.71
C -5.9104 -13.0647 15.7753 -0.04 -1.11 0.42
C -5.4311 -16.0122 18.1859 1.34 -0.33 -0.47
C -6.4660 -16.8631 18.5262 -0.69 -0.38 0.22
C -6.2368 -18.1779 18.8804 1.58 -0.08 -0.45
C -4.9127 -18.6669 18.9765 -1.50 0.19 0.57
C -3.8245 -17.8414 18.7698 0.09 0.92 -0.15
C -4.0975 -16.5282 18.2615 -0.18 0.08 -0.44
Ge -2.6455 -15.3250 17.5716 -0.17 1.00 -0.58
S -2.5945 -13.8394 19.1844 1.50 0.44 -0.16
S -2.6946 -13.8317 15.7850 0.12 -0.45 -0.07
Ge -0.5888 -14.5260 15.1716 -0.74 0.53 0.61
S 0.6438 -12.8247 15.8110 -0.41 -0.46 1.35
S -1.0506 -16.4389 16.4482 1.03 -0.16 0.14
C 0.0105 -14.8695 13.2685 -0.46 -0.20 1.10
C 0.8886 -15.9523 13.0306 -0.40 -0.28 -0.93
C 1.0695 -16.3186 11.6775 0.52 0.98 0.07
C 0.5489 -15.5165 10.6550 -0.47 0.27 0.36
C -0.2522 -14.3984 10.9127 0.30 -0.27 0.92
C -0.5336 -14.0647 12.2447 -0.59 -0.06 0.26
C -1.5317 -12.9205 12.4915 0.55 0.31 0.57
C -2.9038 -13.1583 12.4099 -0.46 -0.69 -0.89
C -3.4418 -14.5745 12.3227 -0.41 0.21 -0.23
C -3.8049 -12.0978 12.2426 0.06 0.15 0.28
C -3.4166 -10.7880 12.5152 0.56 -0.10 0.29
C -4.3865 -9.6237 12.5010 0.28 0.23 -0.63
C -2.0584 -10.5801 12.8452 -0.91 0.03 0.56
C -1.1080 -11.5901 12.7513 -0.60 -1.04 -0.86
C 0.3347 -11.2145 12.7550 -0.35 0.22 0.11
C 1.6053 -16.7231 14.1143 1.24 -0.28 1.30
C 2.6453 -16.1169 14.9029 -0.96 0.32 -0.44
C 3.1375 -14.7125 14.6460 -0.25 0.50 -0.39
C 3.2671 -16.8171 15.9402 -0.73 -0.48 -0.71
C 2.9721 -18.1573 16.1857 0.56 0.47 0.99
C 3.6333 -18.8054 17.4030 -0.33 -1.32 -1.35
C 2.0768 -18.8125 15.3657 -0.20 0.71 -0.33
C 1.3935 -18.1007 14.3687 -0.09 0.16 -0.74
C 0.4549 -18.8655 13.4900 -1.02 -0.60 -0.40
C -2.4476 -18.2993 19.2269 -0.11 -0.54 -0.61
C -1.8967 -17.7495 20.4048 -0.60 0.09 -0.05
C -2.7833 -16.8722 21.2485 -0.55 0.88 -0.25
C -0.6176 -18.1062 20.8186 -0.81 -0.96 -0.58
C 0.0329 -19.1681 20.2092 0.59 0.82 -0.20
C 1.3648 -19.5810 20.7791 0.51 0.20 -0.03
C -0.5527 -19.7618 19.1157 -0.19 -1.11 -0.49
C -1.7959 -19.3877 18.6005 0.05 0.87 1.11
C -2.4378 -20.2206 17.5406 -0.91 -0.06 0.53
H -6.3895 -9.9130 16.9925 -0.05 -0.28 -0.23
H -7.2699 -10.4642 15.5729 -0.27 -0.16 -0.28
H -5.5047 -10.3518 15.5776 0.38 0.11 -0.43
H -6.6451 -11.5107 18.6516 0.52 -0.23 -0.03
H -6.4952 -12.8869 20.5449 0.01 -0.12 -0.11
H -4.8757 -13.6189 20.3734 -0.78 -0.12 -0.18
H -6.3300 -14.6571 20.3733 0.00 -0.03 0.12
H -4.8200 -16.0926 15.1610 0.15 -0.11 0.40
H -5.9767 -15.1839 14.2412 0.08 -0.03 0.39
H -6.5788 -16.2577 15.4857 0.21 -0.13 0.15
H -5.7360 -12.8893 14.7153 -0.26 0.12 0.08
H -7.4934 -16.5196 18.4833 0.01 0.18 -0.08
H -7.0467 -18.8598 19.0164 -0.48 -0.26 0.27
H -4.8144 -19.6844 19.3362 0.34 -0.01 -0.01
H 1.7505 -17.1243 11.3939 -0.26 0.10 0.25
H 0.7526 -15.7494 9.6293 0.15 -0.29 -0.40
H -0.7099 -13.7781 10.1466 0.25 -0.22 -0.15
H -2.9084 -15.1400 11.5681 0.25 -0.32 -0.04
H -4.4941 -14.5662 12.0057 0.16 0.10 0.14
H -3.4047 -15.1066 13.2845 0.21 0.23 -0.21
H -4.8182 -12.3269 11.8859 0.27 0.12 0.48
H -5.3362 -9.8386 12.0128 -0.05 -0.40 0.03
H -3.9685 -8.7864 11.9319 0.12 -0.06 0.07
H -4.6128 -9.2209 13.4798 0.12 -0.17 0.46
H -1.7672 -9.6459 13.3452 -0.03 -0.15 -0.72
H 0.2909 -10.1411 12.5887 0.79 0.09 -0.20
H 0.8700 -11.7609 11.9614 0.02 0.37 0.36
H 0.7594 -11.3981 13.7379 0.31 -0.11 -0.07
H 2.7018 -14.2155 13.7406 0.18 -0.50 0.92
H 4.1994 -14.8108 14.4702 0.51 0.16 -0.11
H 3.0028 -14.0466 15.5199 -0.07 -0.41 -0.51
H 3.9939 -16.3212 16.5653 0.09 0.21 0.04
H 4.7201 -18.8790 17.2450 -0.28 -0.07 0.15
H 3.2069 -19.8295 17.5535 0.48 0.72 -0.05
H 3.4478 -18.2411 18.2891 -0.14 0.50 0.62
H 1.8858 -19.8700 15.5053 -0.15 0.02 0.00
H 0.2390 -19.8572 13.9023 0.23 0.06 -0.02
H 0.7902 -19.0030 12.4512 0.25 0.04 0.35
H -0.5317 -18.4020 13.3779 0.16 0.29 0.20
H -3.8396 -17.2562 21.3201 1.05 0.25 -0.18
H -2.8242 -15.8638 20.7690 -0.15 -0.56 0.56
H -2.4004 -16.7522 22.2662 0.08 -0.03 -0.17
H -0.1484 -17.7204 21.6889 0.00 0.68 0.75
H 2.0973 -18.7455 20.7918 -0.52 -0.32 -0.11
H 1.8443 -20.3979 20.2275 -0.25 0.03 0.14
H 1.2199 -19.8648 21.8250 0.16 -0.20 -0.06
H -0.0797 -20.6514 18.6893 0.02 0.27 -0.01
H -1.7606 -21.0140 17.2817 0.17 -0.40 -0.37
H -2.7056 -19.6368 16.6791 0.06 0.31 -0.59
H -3.4042 -20.6599 17.8892 0.79 0.19 -0.12
O 2.7224 -13.4170 18.5192 -1.17 1.44 1.26
Cl 2.0419 -12.4813 19.4070 0.12 -2.23 1.20
O 2.6674 -12.4155 20.6870 0.05 0.37 -0.89
O 0.5824 -12.9806 19.7200 2.20 -0.50 -0.08
O 1.7898 -11.2018 18.7950 -0.08 0.02 -0.50
Br -2.4616 -10.2599 16.2194 0.62 -0.42 0.89
F 0.1419 -8.5687 18.6990 -0.30 -1.40 -1.02
C -0.1873 -8.3073 20.0077 -2.87 4.76 0.56
F 0.5600 -9.0961 20.7612 1.02 -2.70 1.33
C -1.7300 -8.6011 20.2359 1.91 1.77 -0.25
F -2.1172 -8.3526 21.5377 0.51 -0.96 -0.73
F -2.5223 -7.7405 19.5251 0.61 -0.93 0.00
F -2.1093 -9.8630 19.9009 -0.78 -1.00 0.11
```
Forces are in eV/Å.

Entry from the OMol25 dataset: 2 unconnected molecules or ions with the total composition C3H7F3O (ωB97M-V/def2-TZVPD).

Summary:
energy above the lowest of the compared OMol25 structures with the same formula, charge and spin = 21.6 kcal per mole
SMILES = CCC(F)(F)F.O
strongest force on any atom = 5.0 eV/Å
spin multiplicity = 1
LUMO level = 0.6 eV
gap between HOMO and LUMO = 11.596 eV
HOMO energy = -10.97 eV

The geometry in XYZ format:
```
14
Properties=species:S:1:pos:R:3:forces:R:3
C 0.0000 0.0000 0.0000 -0.72 -0.15 -0.40
C -1.4341 -0.4464 0.0605 -1.00 -1.05 1.06
C -2.1416 -0.3659 -1.3019 2.16 -0.58 4.46
F -3.3725 -0.8201 -1.2312 -1.37 0.35 -0.47
F -2.0770 0.9291 -1.5872 -0.74 0.49 -2.02
F -1.4795 -1.1756 -2.1004 0.42 0.11 -2.14
H 0.0671 1.0214 -0.4108 -0.49 -0.59 0.06
H 0.5403 -0.6863 -0.6736 -0.20 0.54 0.37
H 0.4925 -0.0154 0.9868 -0.63 -0.19 -0.31
H -1.4104 -1.5077 0.3746 -0.40 0.40 -0.11
H -2.0496 0.1082 0.7946 0.32 -0.18 -0.36
O 2.2360 0.7749 -0.3224 1.33 0.54 1.08
H 2.5065 0.1253 0.3654 -0.16 0.85 -0.77
H 1.5280 1.3082 0.1048 1.48 -0.54 -0.45
```
Forces are in eV/Å.

Number 1: electronic energy -3623.8482 a.u.. Number 2: electronic energy -812.1631 a.u.. Number 3: electronic energy -12675.1240 a.u.. Number 4: electronic energy -493.3219 a.u..